# 1
Entry from the Open Molecules 2025 dataset: 10 unconnected molecules or ions with the total composition C2H16F6N3O20S5 (the ωB97M-V functional and the def2-TZVPD basis).

## Properties
Electronic energy, eV: -118224.2038
Multiplicity: 1
Frontier orbital gap, eV: 3.71
E_LUMO, eV: 9.335
Net charge: -5

Last column: natural (NBO) charge in e.
Geometry (Å):
N -0.548 -0.677 1.164  -0.986
H -0.605 -0.739 0.123  0.463
H -1.544 -0.890 1.468  0.442
H -0.233 0.310 1.471  0.480
H 0.149 -1.370 1.462  0.414
N -4.245 -0.635 -0.269  -0.918
H -3.715 -0.900 0.605  0.482
H -3.677 -0.138 -1.030  0.488
H -5.011 -0.027 0.008  0.392
H -4.680 -1.426 -0.730  0.374
S -1.527 0.027 -2.623  2.576
O -1.135 -1.010 -1.608  -1.135
O -1.816 -0.634 -3.930  -1.124
O -2.827 0.641 -2.127  -1.139
O -0.529 1.086 -2.741  -1.026
S -3.782 -1.015 3.396  2.611
O -3.661 -2.278 4.159  -1.095
O -5.205 -0.722 3.083  -1.124
O -3.189 0.121 4.104  -1.079
O -3.044 -1.222 2.075  -1.147
S 0.407 3.064 1.440  2.570
O 0.800 2.885 0.047  -1.057
O 1.497 3.737 2.215  -1.145
O -0.858 3.846 1.505  -1.111
O 0.135 1.724 2.125  -1.155
C 3.812 2.150 -4.924  0.703
F 4.989 1.994 -4.313  -0.334
F 3.270 3.305 -4.537  -0.324
F 4.037 2.256 -6.256  -0.365
S 2.587 0.735 -4.543  2.180
O 1.440 1.218 -5.245  -0.915
O 3.211 -0.439 -5.109  -0.959
N 2.399 0.896 -2.884  -1.007
S 3.233 -0.365 -2.339  2.153
O 2.497 -1.587 -2.555  -0.948
O 4.668 -0.386 -2.597  -0.992
C 3.122 -0.246 -0.436  0.760
F 4.111 0.528 0.051  -0.341
F 2.016 0.267 0.060  -0.263
F 3.222 -1.515 -0.007  -0.350
O 1.188 -2.725 1.269  -0.929
H 1.221 -3.257 0.467  0.483
H 2.103 -2.640 1.555  0.474
O 2.627 0.483 3.202  -1.000
H 1.978 1.158 2.894  0.538
H 3.468 0.832 2.896  0.444
O -1.182 1.517 5.105  -1.044
H -0.840 1.691 4.212  0.512
H -2.055 1.086 4.941  0.504
O -2.427 -3.793 1.267  -0.985
H -2.574 -2.839 1.495  0.520
H -3.280 -4.082 0.937  0.434

# 2
Entry from the Open Molecules 2025 dataset: C20H20N2O4S in the gas phase (the ωB97M-V functional and the def2-TZVPD basis).

## Properties
Electronic energy, eV: -43069.6100
Multiplicity: 1
Frontier orbital gap, eV: 8.33
E_LUMO, eV: 0.545

Last column: natural (NBO) charge in e.
Geometry (Å):
C 1.674 -2.527 -3.775  -0.252
O 2.209 -2.293 -2.494  -0.503
C 1.352 -2.227 -1.432  0.317
C 1.944 -2.030 -0.184  -0.273
C 1.157 -1.924 0.942  -0.177
C -0.221 -2.016 0.846  -0.272
C -0.817 -2.216 -0.389  0.144
C -2.314 -2.352 -0.502  -0.554
C -2.903 -1.666 -1.716  0.709
O -3.324 -2.247 -2.687  -0.589
N -3.012 -0.299 -1.632  -0.658
C -2.436 0.515 -0.684  0.231
N -1.191 0.538 -0.395  -0.445
C -0.897 1.394 0.625  0.095
C 0.492 1.515 1.051  -0.030
C 1.487 1.252 0.112  -0.268
C 2.828 1.338 0.452  0.283
O 3.870 1.134 -0.401  -0.498
C 3.589 0.887 -1.760  -0.257
C 3.166 1.668 1.763  -0.224
C 2.188 1.918 2.704  -0.287
C 0.841 1.859 2.365  0.278
O -0.182 2.100 3.242  -0.507
C 0.134 2.325 4.595  -0.249
C -1.980 2.071 1.110  -0.410
S -3.421 1.621 0.289  0.368
C -0.029 -2.329 -1.527  -0.355
H 2.528 -2.555 -4.449  0.199
H 1.145 -3.484 -3.821  0.180
H 0.997 -1.723 -4.081  0.177
H 3.019 -1.959 -0.124  0.225
H 1.621 -1.762 1.903  0.217
H -0.831 -1.924 1.733  0.208
H -2.570 -3.413 -0.586  0.251
H -2.787 -1.948 0.395  0.231
H -3.561 0.137 -2.363  0.418
H 1.169 0.973 -0.879  0.241
H 4.559 0.837 -2.252  0.197
H 3.065 -0.062 -1.898  0.191
H 3.001 1.699 -2.199  0.172
H 4.209 1.725 2.030  0.223
H 2.491 2.168 3.708  0.220
H 0.713 3.245 4.726  0.176
H 0.683 1.483 5.027  0.178
H -0.823 2.429 5.104  0.199
H -2.008 2.814 1.879  0.254
H -0.513 -2.491 -2.477  0.225

# 3
Entry from the Open Molecules 2025 dataset: a molecular structure, C39H69BrF2N2O6SSi (the ωB97M-V functional and the def2-TZVPD basis).

## Properties
Electronic energy, eV: -151012.0924
Multiplicity: 3
Frontier orbital gap (alpha / beta), eV: 9.25 / 9.14
E_LUMO (alpha / beta), eV: 0.599 / 0.119

Last column: Mulliken charge in e.
Geometry (Å):
C -9.166 0.698 -3.442  -1.217
C -9.627 -0.590 -2.665  0.617
C -10.219 -0.139 -1.264  -1.301
C -8.551 -1.739 -2.578  -1.281
C -7.274 -1.410 -1.712  -0.902
C -6.065 -0.709 -2.448  2.059
C -6.064 -0.478 -4.008  -1.586
C -5.794 1.049 -4.401  -0.120
C -5.574 1.032 -5.988  -0.666
Br -7.036 1.935 -6.975  -0.213
O -6.155 0.683 -1.932  -0.395
S -4.776 1.147 -1.140  1.235
O -5.051 1.105 0.281  -0.643
O -4.336 2.464 -1.548  -0.666
O -3.831 -0.064 -1.766  -0.617
C -4.746 -1.197 -1.725  -1.203
C -4.166 -2.608 -2.023  1.040
F -4.927 -3.644 -1.489  -0.329
F -4.111 -2.874 -3.410  -0.366
C -2.674 -2.776 -1.519  -0.799
C -2.566 -3.341 -0.047  -0.676
Si -1.297 -2.425 1.059  0.092
C 0.219 -3.505 1.523  -0.726
C -2.201 -2.098 2.731  -1.190
C -0.785 -0.719 0.405  0.829
C -1.236 0.506 1.108  -0.261
C -0.906 1.842 0.625  -0.647
C -0.100 2.013 -0.597  -0.338
C 0.392 0.838 -1.291  -0.990
C 0.045 -0.491 -0.781  -0.154
H -8.484 1.364 -2.850  0.083
H -8.766 0.485 -4.474  0.248
H -10.098 1.311 -3.622  0.485
H -10.492 -1.015 -3.252  0.493
H -9.729 -0.696 -0.429  0.355
H -10.004 0.958 -1.123  0.309
H -11.332 -0.242 -1.280  0.304
H -9.067 -2.606 -2.068  0.369
H -8.317 -2.123 -3.613  0.389
H -6.997 -2.358 -1.172  0.369
H -7.615 -0.708 -0.898  0.304
H -5.239 -1.042 -4.530  0.655
H -7.007 -0.753 -4.535  0.252
H -6.682 1.697 -4.228  0.358
H -4.841 1.441 -3.977  0.069
H -4.613 1.526 -6.285  0.460
H -5.545 -0.018 -6.389  0.308
H -5.048 -1.201 -0.641  0.752
H -2.117 -1.825 -1.703  0.080
H -2.217 -3.541 -2.208  0.476
H -2.185 -4.401 -0.132  0.413
H -3.531 -3.401 0.512  0.490
H 1.056 -2.887 1.955  -0.103
H 0.555 -4.189 0.705  0.364
H -0.133 -4.153 2.381  0.341
H -1.528 -1.643 3.498  0.271
H -2.598 -3.075 3.118  0.355
H -3.059 -1.421 2.480  0.305
H -1.847 0.452 2.036  0.205
H -1.289 2.719 1.200  0.418
H 0.111 3.049 -0.964  0.433
H 1.006 0.934 -2.218  0.369
H 0.434 -1.383 -1.325  0.416
C 6.713 -1.794 2.540  -1.944
C 5.294 -2.246 2.102  2.505
C 4.865 -3.497 2.895  -1.170
C 5.579 -4.769 2.451  -0.548
C 5.433 -4.974 0.945  -1.214
C 5.885 -3.747 0.137  1.643
N 5.273 -2.478 0.627  0.234
O 4.010 -2.455 0.223  -0.470
C 7.427 -3.652 0.184  -1.717
C 5.582 -3.999 -1.352  -1.850
C 4.375 -1.084 2.529  -2.114
H 6.676 -0.957 3.239  0.505
H 7.272 -2.588 3.039  0.311
H 7.304 -1.437 1.695  0.358
H 3.786 -3.649 2.788  0.167
H 5.046 -3.336 3.963  0.388
H 6.631 -4.746 2.740  0.299
H 5.142 -5.628 2.974  0.394
H 6.010 -5.853 0.647  0.377
H 4.386 -5.203 0.722  0.346
H 7.779 -2.745 -0.315  0.366
H 7.882 -4.501 -0.332  0.433
H 7.835 -3.666 1.193  0.331
H 4.526 -4.207 -1.535  0.339
H 6.137 -4.866 -1.717  0.424
H 5.873 -3.140 -1.963  0.454
H 4.624 -0.167 1.989  0.635
H 4.487 -0.885 3.597  0.522
H 3.318 -1.304 2.366  0.001
C 5.411 6.238 2.782  -1.787
C 5.456 4.971 1.886  1.991
C 5.054 5.327 0.437  -1.334
C 3.558 5.584 0.273  -0.766
C 2.746 4.413 0.820  -0.959
C 3.115 4.065 2.262  1.716
N 4.583 3.911 2.469  0.332
O 4.938 2.746 1.948  -0.496
C 2.552 5.160 3.196  -1.892
C 2.345 2.799 2.664  -1.738
C 6.944 4.567 1.872  -2.020
H 6.405 6.662 2.940  0.491
H 4.802 7.035 2.352  0.320
H 5.031 6.016 3.780  0.337
H 5.343 4.514 -0.236  0.405
H 5.611 6.209 0.106  0.352
H 3.270 6.518 0.759  0.333
H 3.330 5.714 -0.791  0.393
H 1.682 4.652 0.755  0.394
H 2.906 3.542 0.176  0.335
H 2.860 4.988 4.231  0.366
H 1.460 5.158 3.179  0.424
H 2.851 6.169 2.915  0.380
H 2.553 1.954 2.005  0.309
H 1.268 2.974 2.613  0.330
H 2.583 2.503 3.690  0.493
H 7.285 4.291 2.873  0.469
H 7.558 5.401 1.525  0.490
H 7.146 3.734 1.197  0.347

Largest force on an atom? In order: 0.0673, 0.0269, 0.0675 hartree/bohr.